1.
Here is a single C5H10O molecule from OMol25. Energies are from ωB97M-V/def2-TZVPD.

## Properties
SMILES: COC1(C)CC1
ΔE to the lowest compared entry with this formula, charge and spin, eV: 1.411
E_tot, Ha: -271.700749
HOMO energy, eV: -9.7
Kohn-Sham gap, Eh: 0.39471

Geometry as ORCA input:
```
! RIJCOSX wB97M-V def2-TZVPD def2/J DEFGRID3
* xyz 0 1
C -1.68374 0.03792 1.16365
O -0.53519 -0.74076 0.91995
C 0.27623 -0.24295 -0.10920
C -0.21551 -0.58817 -1.49672
C 1.00342 1.04533 0.15638
C 1.73716 -0.27393 0.19747
H -2.30194 -0.52222 1.86912
H -1.42722 1.01184 1.60553
H -2.26918 0.21921 0.25072
H 0.38107 -0.08826 -2.26633
H -0.16024 -1.66944 -1.66042
H -1.25810 -0.27877 -1.63411
H 1.18903 1.71986 -0.67541
H 0.81672 1.53554 1.10790
H 2.01557 -0.65390 1.17570
H 2.43192 -0.51129 -0.60422
*
```

Mulliken charges, unit e, in atom order: C -0.65; O -0.40; C 1.05; C -1.28; C -0.73; C -0.72; H 0.24; H 0.26; H 0.27; H 0.34; H 0.28; H 0.33; H 0.23; H 0.27; H 0.26; H 0.25

---

2.
Here is a single C5H10O molecule from OMol25. Energies are from ωB97M-V/def2-TZVPD.

## Properties
SMILES: C[C@H]1C[C@H]1CO
ΔE to the lowest compared entry with this formula, charge and spin, eV: 1.087
E_tot, Ha: -271.712677
HOMO energy, eV: -10.2
Kohn-Sham gap, Eh: 0.41098

Geometry as ORCA input:
```
! RIJCOSX wB97M-V def2-TZVPD def2/J DEFGRID3
* xyz 0 1
C 0.93151 1.25507 0.72003
C 0.75704 0.48460 -0.57131
C 1.04847 -0.98789 -0.64815
C -0.36415 -0.49933 -0.80377
C -1.38044 -0.80873 0.26731
O -2.36119 0.20432 0.39102
H 0.30657 2.15754 0.73789
H 0.68340 0.64994 1.59896
H 1.97140 1.58053 0.83755
H 1.03882 1.05542 -1.45454
H 1.56794 -1.38544 -1.51473
H 1.28817 -1.49102 0.28728
H -0.77743 -0.49732 -1.81089
H -1.91676 -1.73272 0.01886
H -0.87920 -0.98145 1.23031
H -1.91415 0.99647 0.71418
*
```

Mulliken charges, unit e, in atom order: C -1.44; C 0.27; C -0.76; C 0.05; C -0.72; O -0.51; H 0.32; H 0.30; H 0.38; H 0.34; H 0.28; H 0.23; H 0.34; H 0.34; H 0.27; H 0.32

---

3.
Here is a single C5H10O molecule from OMol25. Energies are from ωB97M-V/def2-TZVPD.

## Properties
SMILES: COCC1CC1
ΔE to the lowest compared entry with this formula, charge and spin, eV: 1.578
E_tot, Ha: -271.694611
HOMO energy, eV: -9.8
Kohn-Sham gap, Eh: 0.40297

Geometry as ORCA input:
```
! RIJCOSX wB97M-V def2-TZVPD def2/J DEFGRID3
* xyz 0 1
C 2.41228 -0.64233 0.02188
O 1.37068 0.19143 -0.40435
C 0.37108 0.36351 0.57617
C -0.88600 0.85495 -0.09296
C -2.19376 0.16827 0.19407
C -1.49854 -0.05263 -1.11697
H 2.02725 -1.62134 0.35227
H 3.07521 -0.79383 -0.83330
H 2.98924 -0.20411 0.85140
H 0.17196 -0.60143 1.07463
H 0.71272 1.06527 1.35574
H -0.92318 1.92250 -0.29581
H -3.09761 0.76992 0.20270
H -2.19338 -0.64221 0.91898
H -0.99390 -1.00082 -1.28390
H -1.92186 0.38866 -2.01417
*
```

Mulliken charges, unit e, in atom order: C -0.72; O -0.29; C -0.71; C 0.08; C -0.64; C -0.48; H 0.32; H 0.24; H 0.28; H 0.28; H 0.38; H 0.36; H 0.26; H 0.21; H 0.18; H 0.25

---

4.
Here is a single C5H10O molecule from OMol25. Energies are from ωB97M-V/def2-TZVPD.

## Properties
SMILES: OC1CCCC1
ΔE to the lowest compared entry with this formula, charge and spin, eV: 0.118
E_tot, Ha: -271.748286
HOMO energy, eV: -10.2
Kohn-Sham gap, Eh: 0.40959

Geometry as ORCA input:
```
! RIJCOSX wB97M-V def2-TZVPD def2/J DEFGRID3
* xyz 0 1
O -1.70694 0.28144 0.93272
C -1.07297 0.24070 -0.33930
C -0.31045 -1.07398 -0.54726
C 1.03719 -0.89222 0.19410
C 1.11528 0.60914 0.56181
C 0.03765 1.28426 -0.29832
H -2.28823 -0.48631 0.99171
H -1.81005 0.43326 -1.13512
H -0.88260 -1.93580 -0.18240
H -0.14952 -1.22951 -1.62090
H 1.87460 -1.18647 -0.44788
H 1.09571 -1.52142 1.08797
H 0.86808 0.75057 1.61824
H 2.11371 1.02428 0.39206
H -0.32689 2.23303 0.10883
H 0.40543 1.46904 -1.31627
*
```

Mulliken charges, unit e, in atom order: O -0.54; C 0.09; C -0.73; C -0.51; C -0.60; C -0.83; H 0.33; H 0.34; H 0.37; H 0.28; H 0.28; H 0.25; H 0.25; H 0.36; H 0.37; H 0.31

---

5.
Here is 2 unconnected molecules or ions with the total composition C5H10O from OMol25. Energies are from ωB97M-V/def2-TZVPD.

## Properties
SMILES: CCC1=CC1.O
ΔE to the lowest compared entry with this formula, charge and spin, eV: 2.533
E_tot, Ha: -271.659524
HOMO energy, eV: -9.4
Kohn-Sham gap, Eh: 0.38041

Geometry as ORCA input:
```
! RIJCOSX wB97M-V def2-TZVPD def2/J DEFGRID3
* xyz 0 1
C -1.41170 -1.27331 -0.60051
C -0.54185 -0.12340 -1.10362
C 0.71523 0.04897 -0.33643
O -1.10754 0.87821 2.06338
C 1.60815 -0.36399 0.50866
C 1.88849 0.96573 -0.13061
H -2.25342 -1.44346 -1.27929
H -1.80896 -1.03179 0.39024
H -0.83744 -2.20324 -0.53143
H -1.10407 0.81826 -1.06690
H -0.26609 -0.26712 -2.15777
H -0.99113 1.76018 1.69027
H -0.28979 0.41650 1.83081
H 1.98440 -1.11735 1.18422
H 1.76053 1.88822 0.44617
H 2.65520 1.04758 -0.90720
*
```

Mulliken charges, unit e, in atom order: C -1.07; C -0.12; C -0.36; O -0.66; C -0.11; C -0.53; H 0.34; H 0.26; H 0.30; H 0.24; H 0.31; H 0.32; H 0.34; H 0.37; H 0.16; H 0.22

---

6.
Here is a single C5H10O molecule at a distorted geometry from OMol25. Energies are from ωB97M-V/def2-TZVPD.

## Properties
SMILES: C[C@@H]1OC[C@@H]1C
ΔE to the lowest compared entry with this formula, charge and spin, eV: 2.662
E_tot, Ha: -271.654803
HOMO energy, eV: -9.6
Kohn-Sham gap, Eh: 0.39203

Geometry as ORCA input:
```
! RIJCOSX wB97M-V def2-TZVPD def2/J DEFGRID3
* xyz 0 1
C 0.19378 -0.50727 1.62112
C -0.56817 0.21457 0.54215
C 0.34741 1.37535 0.29716
O -0.07319 1.47302 -1.09741
C -0.65524 0.12887 -1.00011
C 0.12650 -0.98093 -1.67946
H -0.37208 -1.11391 2.32398
H 0.52027 0.45637 2.19723
H 1.05434 -1.06294 1.21388
H -1.53508 0.55698 0.92846
H 1.41947 1.13992 0.29445
H 0.27469 1.99093 1.29110
H -1.67939 0.16102 -1.39648
H 0.13066 -0.87077 -2.76833
H -0.34621 -1.94399 -1.43946
H 1.16226 -1.01721 -1.32825
*
```

Mulliken charges, unit e, in atom order: C -0.99; C 0.15; C -0.68; O -0.45; C 0.30; C -1.30; H 0.35; H 0.20; H 0.25; H 0.25; H 0.33; H 0.31; H 0.33; H 0.36; H 0.29; H 0.30

---

7.
Here is a single C5H10O molecule from OMol25. Energies are from ωB97M-V/def2-TZVPD.

## Properties
SMILES: CC[C@H]1C[C@H]1O
ΔE to the lowest compared entry with this formula, charge and spin, eV: 1.613
E_tot, Ha: -271.693339
HOMO energy, eV: -9.6
Kohn-Sham gap, Eh: 0.38859

Geometry as ORCA input:
```
! RIJCOSX wB97M-V def2-TZVPD def2/J DEFGRID3
* xyz 0 1
C -2.17421 0.09265 0.31518
C -0.77576 0.20604 -0.20480
C 0.42164 -0.01389 0.70549
C 1.35238 -1.12928 0.30677
C 1.62107 0.26604 -0.17202
O 1.38225 0.52479 -1.53735
H -2.32084 0.85524 1.08096
H -2.31986 -0.90421 0.72803
H -2.87767 0.28756 -0.50766
H -0.65135 -0.46452 -1.05973
H -0.69773 1.21503 -0.62131
H 0.42625 0.24675 1.77461
H 2.03486 -1.54264 1.04772
H 0.97385 -1.86979 -0.38987
H 2.48586 0.78323 0.22661
H 1.11926 1.44700 -1.69263
*
```

Mulliken charges, unit e, in atom order: C -1.40; C -0.30; C 0.03; C -0.76; C -0.11; O -0.55; H 0.31; H 0.36; H 0.34; H 0.36; H 0.22; H 0.36; H 0.26; H 0.22; H 0.33; H 0.34

---

8.
Here is 2 unconnected molecules or ions with the total composition C5H10O from OMol25. Energies are from ωB97M-V/def2-TZVPD.

## Properties
SMILES: C=CCC(=C)O.[H][H]
ΔE to the lowest compared entry with this formula, charge and spin, eV: 2.243
E_tot, Ha: -271.670204
HOMO energy, eV: -9.0
Kohn-Sham gap, Eh: 0.36351

Geometry as ORCA input:
```
! RIJCOSX wB97M-V def2-TZVPD def2/J DEFGRID3
* xyz 0 1
C -0.21792 2.20059 -0.09082
C -0.56711 1.14656 -0.81957
C 0.38554 0.04159 -1.20350
C 0.07891 -1.20360 -0.41454
C 0.83103 -1.67141 0.58345
O -1.09863 -1.75709 -0.82053
H 0.80802 2.33919 0.24656
H -0.94078 2.95367 0.21179
H -0.28078 0.78616 2.69175
H -1.60298 1.01329 -1.12719
H 0.29199 -0.18861 -2.27277
H 1.41842 0.34889 -1.01264
H 1.74925 -1.16590 0.86085
H 0.54831 -2.55017 1.15866
H -0.09692 0.21258 2.25392
H -1.30634 -2.50574 -0.24545
*
```

Mulliken charges, unit e, in atom order: C -0.82; C 0.02; C -0.69; C 0.83; C -1.16; O -0.49; H 0.26; H 0.26; H 0.21; H 0.31; H 0.26; H 0.35; H 0.30; H 0.24; H -0.20; H 0.31

---

9.
Here is a single C5H10O molecule from OMol25. Energies are from ωB97M-V/def2-TZVPD.

## Properties
SMILES: COC1CCC1
ΔE to the lowest compared entry with this formula, charge and spin, eV: 1.484
E_tot, Ha: -271.698089
HOMO energy, eV: -9.5
Kohn-Sham gap, Eh: 0.39127

Geometry as ORCA input:
```
! RIJCOSX wB97M-V def2-TZVPD def2/J DEFGRID3
* xyz 0 1
C 2.30360 0.08985 0.33343
O 1.19482 -0.74082 0.58235
C 0.14165 -0.44517 -0.29203
C -0.51973 0.95196 -0.24112
C -1.87586 0.29015 0.09246
C -1.20024 -1.10362 0.07311
H 2.21783 1.04418 0.87067
H 2.39921 0.31363 -0.74028
H 3.20653 -0.42636 0.66953
H 0.46233 -0.65720 -1.32710
H -0.13024 1.66721 0.48892
H -0.48530 1.41237 -1.23084
H -2.64091 0.44044 -0.67319
H -2.30769 0.57473 1.05610
H -1.20412 -1.62336 1.03602
H -1.56190 -1.78801 -0.69805
*
```

Mulliken charges, unit e, in atom order: C -0.73; O -0.43; C 0.35; C -0.72; C -0.34; C -0.84; H 0.25; H 0.33; H 0.25; H 0.39; H 0.30; H 0.22; H 0.22; H 0.24; H 0.25; H 0.23

---

10.
Here is a single C5H10O molecule from OMol25. Energies are from ωB97M-V/def2-TZVPD.

## Properties
SMILES: C[C@@H]1[C@H](C)[C@@H]1O
ΔE to the lowest compared entry with this formula, charge and spin, eV: 1.110
E_tot, Ha: -271.711833
HOMO energy, eV: -9.5
Kohn-Sham gap, Eh: 0.38382

Geometry as ORCA input:
```
! RIJCOSX wB97M-V def2-TZVPD def2/J DEFGRID3
* xyz 0 1
C 1.35727 -1.15232 -0.27150
C 0.98597 0.12926 0.43891
C -0.16371 1.00827 -0.01378
C -1.03093 0.65710 -1.20403
C -0.26702 0.20528 1.25766
O -1.07307 -0.93750 1.26836
H 0.47558 -1.75439 -0.50248
H 2.00435 -1.76222 0.36810
H 1.89908 -0.94832 -1.20206
H 1.83813 0.66710 0.85106
H -0.01410 2.07794 0.12832
H -2.09711 0.75653 -0.96508
H -0.82388 1.32559 -2.04561
H -0.86706 -0.36646 -1.54905
H -0.23081 0.73944 2.20892
H -1.99269 -0.64530 1.23227
*
```

Mulliken charges, unit e, in atom order: C -1.42; C 0.04; C 0.14; C -1.31; C -0.27; O -0.54; H 0.32; H 0.36; H 0.33; H 0.35; H 0.36; H 0.31; H 0.35; H 0.28; H 0.35; H 0.34

---

11.
Here is a single C5H10O molecule at a distorted geometry from OMol25. Energies are from ωB97M-V/def2-TZVPD.

## Properties
SMILES: C[C@@H]1[C@H](C)[C@@H]1O
ΔE to the lowest compared entry with this formula, charge and spin, eV: 2.863
E_tot, Ha: -271.647385
HOMO energy, eV: -8.8
Kohn-Sham gap, Eh: 0.35967

Geometry as ORCA input:
```
! RIJCOSX wB97M-V def2-TZVPD def2/J DEFGRID3
* xyz 0 1
C -1.05047 -0.77560 -1.19502
C -0.89934 -0.37680 0.23597
C 0.36805 -0.09908 0.95296
C 1.66411 -0.37266 0.13812
C -0.71175 1.05954 0.57938
O 0.08136 1.96022 -0.16186
H -0.51964 -0.06127 -1.83051
H -2.11500 -0.71681 -1.44839
H -0.68821 -1.78660 -1.38023
H -1.59447 -0.84594 0.93625
H 0.50287 -0.31531 2.00262
H 2.56993 0.13753 0.48443
H 1.87189 -1.45426 0.24555
H 1.58748 -0.20479 -0.94332
H -1.68559 1.56368 0.80501
H 0.61879 2.28815 0.57904
*
```

Mulliken charges, unit e, in atom order: C -1.38; C 0.15; C -0.24; C -1.17; C -0.31; O -0.53; H 0.31; H 0.38; H 0.31; H 0.39; H 0.34; H 0.37; H 0.34; H 0.27; H 0.41; H 0.36

---

12.
Here is a molecular structure, C5H10O from OMol25. Energies are from ωB97M-V/def2-TZVPD.

## Properties
ΔE to the lowest compared entry with this formula, charge and spin, eV: 3.613
E_tot, Ha: -271.619833
HOMO energy, eV: -7.9
Kohn-Sham gap, Eh: 0.32198

Geometry as ORCA input:
```
! RIJCOSX wB97M-V def2-TZVPD def2/J DEFGRID3
* xyz 0 1
C 0.91913 0.45399 -1.08485
C -0.08879 -0.20068 -0.18027
C -1.01753 -1.22911 -0.78971
C 0.28406 -0.39105 1.25246
C -0.70415 0.75962 1.31162
O -0.13010 2.00427 1.35899
H 0.47156 0.73781 -2.04361
H 1.34379 1.35784 -0.62935
H 1.74489 -0.23945 -1.28222
H -1.85818 -1.42877 -0.11340
H -0.48187 -2.16937 -0.96427
H -1.42454 -0.87212 -1.74357
H -0.00187 -1.33082 1.72646
H 1.32494 -0.13907 1.48681
H -1.11096 0.62968 0.14104
H 0.83728 1.96122 1.42647
*
```

Mulliken charges, unit e, in atom order: C -1.27; C 1.39; C -1.47; C -0.99; C -0.35; O -0.35; H 0.34; H 0.29; H 0.31; H 0.40; H 0.37; H 0.37; H 0.26; H 0.32; H 0.09; H 0.27

---

13.
Here is a molecular structure, C5H10O at a distorted geometry from OMol25. Energies are from ωB97M-V/def2-TZVPD.

## Properties
ΔE to the lowest compared entry with this formula, charge and spin, eV: 5.071
E_tot, Ha: -271.566274
HOMO energy, eV: -7.0
Kohn-Sham gap, Eh: 0.27979

Geometry as ORCA input:
```
! RIJCOSX wB97M-V def2-TZVPD def2/J DEFGRID3
* xyz 0 1
O 0.77199 0.42523 1.71493
C 0.58865 -0.68349 0.94435
C 0.94793 -0.62397 -0.46490
C 1.24809 0.50188 -1.18345
C -1.52705 0.81885 -0.75633
C -1.84768 0.02252 0.26906
H 0.99454 0.15898 2.61678
H 0.27418 -1.60883 1.42819
H 1.84168 -1.06936 0.34394
H 0.67286 -1.54227 -0.98543
H 1.47759 0.41679 -2.24002
H 1.46807 1.44592 -0.69379
H -1.25218 1.86165 -0.61166
H -1.59174 0.48721 -1.79051
H -1.87258 0.38839 1.29405
H -2.19435 -0.99952 0.11479
*
```

Mulliken charges, unit e, in atom order: O -0.45; C -0.58; C 0.23; C -1.08; C -0.48; C -0.62; H 0.34; H 0.55; H 0.17; H 0.30; H 0.27; H 0.28; H 0.26; H 0.27; H 0.29; H 0.27

---

14.
Here is 2 unconnected molecules or ions with the total composition C5H10O at a distorted geometry from OMol25. Energies are from ωB97M-V/def2-TZVPD.

## Properties
SMILES: C=COC.C=C
ΔE to the lowest compared entry with this formula, charge and spin, eV: 3.215
E_tot, Ha: -271.634467
HOMO energy, eV: -7.9
Kohn-Sham gap, Eh: 0.32933

Geometry as ORCA input:
```
! RIJCOSX wB97M-V def2-TZVPD def2/J DEFGRID3
* xyz 0 1
C 2.24598 -0.01449 0.14054
O 1.11390 -0.71080 0.62289
C 0.13374 -0.99536 -0.25284
C -0.71071 1.58770 0.01890
C -1.76764 0.78329 -0.03260
C -0.99162 -1.58694 0.13516
H 2.01006 1.04663 0.01890
H 2.60980 -0.42620 -0.81154
H 3.02327 -0.14069 0.89822
H 0.30323 -0.65463 -1.27848
H -0.27411 1.88697 0.96499
H -0.30790 2.01952 -0.89129
H -2.21542 0.46965 -0.97284
H -2.29801 0.44546 0.85238
H -1.21257 -1.71056 1.18971
H -1.66199 -1.99955 -0.60209
*
```

Mulliken charges, unit e, in atom order: C -0.66; O -0.34; C 0.07; C -0.66; C -0.50; C -0.94; H 0.28; H 0.33; H 0.24; H 0.36; H 0.25; H 0.30; H 0.30; H 0.28; H 0.32; H 0.36

---

15.
Here is a single C5H10O molecule at a distorted geometry from OMol25. Energies are from ωB97M-V/def2-TZVPD.

## Properties
SMILES: C=CCCOC
ΔE to the lowest compared entry with this formula, charge and spin, eV: 2.683
E_tot, Ha: -271.654012
HOMO energy, eV: -9.1
Kohn-Sham gap, Eh: 0.37507

Geometry as ORCA input:
```
! RIJCOSX wB97M-V def2-TZVPD def2/J DEFGRID3
* xyz 0 1
C -0.77537 0.52510 -2.50361
O 0.02844 1.28037 -1.61628
C 0.43629 0.54232 -0.50175
C 1.20064 -0.81094 2.33468
C 0.11276 -0.93492 1.56801
C -0.57529 0.18903 0.83075
H -0.99132 1.13699 -3.38632
H -1.72077 0.25715 -2.01701
H -0.27321 -0.39983 -2.83506
H 0.86649 -0.40983 -0.83109
H 1.63904 0.15707 2.57742
H 1.71449 -1.67913 2.74803
H -0.26259 -1.93708 1.36723
H -1.55142 -0.06753 0.44842
H 0.86629 1.11318 0.27165
H -0.71447 1.03806 1.54494
*
```

Mulliken charges, unit e, in atom order: C -0.64; O -0.34; C -0.56; C -0.71; C -0.03; C -0.72; H 0.23; H 0.25; H 0.31; H 0.37; H 0.24; H 0.26; H 0.30; H 0.33; H 0.38; H 0.33